No. 1
23
Properties=species:S:1:pos:R:3 method="wB97M-V/def2-TZVPD" homo_energy_ev=-4.995 total_energy_ha=-1664.28213 gap_ev=7.7 charge=-1
O 3.120 -1.051 0.386
C 3.113 -0.044 -0.347
O 3.139 0.071 -1.581
C 3.077 1.286 0.465
N 2.513 2.436 -0.251
C 1.182 2.473 -0.616
O 0.707 3.278 -1.374
N 0.363 1.465 -0.007
C -0.378 0.630 -0.826
O -1.175 0.904 -1.655
F -0.121 -0.668 -0.508
H 4.111 1.552 0.699
H 2.601 1.088 1.434
H 2.815 3.312 0.148
H 0.840 0.945 0.716
Cl -4.768 -1.455 -0.823
C -3.147 -2.010 -0.316
C -3.151 -2.578 1.077
Cl -3.444 -1.331 2.321
H -2.469 -1.169 -0.405
H -2.835 -2.779 -1.020
H -2.176 -3.015 1.288
H -3.916 -3.342 1.194

---

No. 2
18
Properties=species:S:1:pos:R:3 method="wB97M-V/def2-TZVPD" homo_energy_ev="-7.657 / -8.200" relative_energy_kj_mol=201.8 total_energy_ha=-1263.21433 gap_ev="7.4 / 8.1"
C -2.425 1.134 -1.170
C -1.768 -0.055 -1.230
C -1.556 0.860 0.750
C -0.467 -1.302 0.417
C 2.491 0.258 0.817
C 2.026 -0.768 -0.144
N -2.284 1.689 0.072
N -1.204 -0.247 0.011
Cl 1.516 1.765 0.710
Cl 1.963 -0.308 -1.796
H -2.996 1.633 -1.929
H -1.659 -0.773 -2.016
H -1.250 0.985 1.770
H -0.451 -2.176 -0.206
H -0.230 -1.376 1.463
H 3.523 0.572 0.626
H 2.409 -0.109 1.839
H 2.362 -1.781 0.014

---

No. 3
33
Properties=species:S:1:pos:R:3 method="wB97M-V/def2-TZVPD" homo_energy_ev=-11.149 relative_energy_kj_mol=74.0 total_energy_ha=-4121.42391 gap_ev=11.4
Mg -0.727 -0.842 -0.378
C 1.390 0.497 -3.439
F 1.863 -0.310 -4.379
F 2.277 0.564 -2.444
F 1.214 1.718 -3.937
S -0.249 -0.144 -2.826
O -0.064 -1.428 -2.134
O -0.618 0.651 -1.638
O -1.146 -0.075 -3.927
C -1.056 -4.602 -0.416
F -2.216 -5.147 -0.787
F -0.362 -5.484 0.285
F -0.377 -4.242 -1.486
S -1.455 -3.100 0.606
O -2.047 -3.487 1.849
O -0.205 -2.322 0.733
O -2.175 -2.144 -0.268
Cl -2.192 1.528 4.277
C -2.182 2.697 2.955
C -2.622 2.084 1.635
Cl -1.465 0.821 1.150
H -1.183 3.118 2.885
H -2.896 3.497 3.155
H -2.618 2.820 0.836
H -3.573 1.571 1.744
Cl 2.093 3.249 1.121
C 3.335 2.140 0.474
C 3.120 0.732 1.000
Cl 1.560 0.117 0.358
H 4.262 2.570 0.851
H 3.365 2.202 -0.608
H 3.077 0.731 2.084
H 3.870 0.021 0.668

---

No. 4
22
Properties=species:S:1:pos:R:3 method="wB97M-V/def2-TZVPD" homo_energy_ev="-7.682 / -7.692" relative_energy_kj_mol=0.0 s_squared=2.002 total_energy_ha=-2332.76626 gap_ev="7.9 / 4.6" multiplicity=3
O 0.472 -1.289 -1.331
O 1.759 -1.293 0.518
C 2.794 -0.454 1.018
C 3.128 0.406 -0.190
O 1.867 0.477 -0.873
C 1.024 -0.611 -0.423
H 2.415 0.151 1.855
H 3.625 -1.082 1.353
H 3.860 -0.072 -0.851
H 3.454 1.419 0.071
O -0.449 1.508 0.122
O -3.023 -1.214 -1.214
C -3.207 0.017 -0.641
C -2.661 0.092 0.788
O -1.302 -0.426 0.817
C -0.303 0.303 0.384
H -2.722 0.831 -1.229
H -4.277 0.317 -0.552
H -3.212 -0.574 1.462
H -2.673 1.115 1.186
Li -1.347 -1.870 -1.141
Cu 0.781 2.248 -1.130

---

No. 5
22
Properties=species:S:1:pos:R:3 method="wB97M-V/def2-TZVPD" homo_energy_ev="-10.754 / -10.792" relative_energy_kj_mol=94.7 s_squared=15.762 total_energy_ha=-1402.49820 gap_ev="6.6 / 6.7" multiplicity=8 charge=+1
O -1.802 -0.384 -1.342
C -0.483 -0.672 -1.226
C -1.885 0.945 -1.884
O 0.197 0.025 -0.201
O 0.114 -0.069 -2.607
C -0.772 0.978 -2.944
H -1.682 1.672 -1.085
H -2.884 1.056 -2.318
H -0.241 1.942 -2.896
H -1.175 0.800 -3.953
O -0.100 -1.207 1.715
C 0.814 -0.840 0.733
C -0.192 -0.115 2.616
O 1.426 -1.896 0.191
O 1.786 -0.048 1.411
C 1.250 0.401 2.659
H -0.548 -0.486 3.581
H -0.887 0.645 2.230
H 1.831 -0.050 3.474
H 1.313 1.494 2.714
Eu 0.811 -2.718 -1.816
Li 3.110 -1.472 0.948

---

No. 6
17
Properties=species:S:1:pos:R:3 method="wB97M-V/def2-TZVPD" homo_energy_ev="-8.778 / -8.478" relative_energy_kj_mol=149.7 total_energy_ha=-749.71429 gap_ev="8.1 / 7.8"
C -3.468 -0.897 0.164
C -2.298 -0.568 0.238
C 0.002 0.178 -1.635
C 0.040 -0.659 1.130
C -1.103 0.186 0.508
C 2.159 1.061 0.102
O 1.972 -1.507 -0.661
F -1.172 1.491 0.887
P 1.152 -0.329 -0.371
H -4.145 -1.682 0.090
H -0.481 -0.531 -2.266
H 0.089 1.200 -2.106
H 0.512 -0.266 2.022
H -0.362 -1.732 1.147
H 2.900 1.249 -0.648
H 1.610 1.905 0.347
H 2.595 0.900 1.051